Density functional theory data (wB97M-V/def2-TZVPD) for an isolated molecule of C5H4Br2N2O3 at a distorted geometry.

Each line ends with the natural charge from an NBO analysis.
Positions of all 16 atoms, in Å:
C (-0.527, -0.256, -0.816)  -0.25
C (-0.271, -2.008, 0.759)  0.20
C (-0.173, 0.992, -0.805)  0.21
C (-1.292, -0.943, 0.274)  -0.32
C (1.799, -0.773, 1.038)  0.68
N (0.920, -1.746, 1.077)  -0.46
N (0.128, 2.208, -0.508)  0.33
O (1.158, 2.516, 0.050)  -0.42
O (-0.849, 3.241, -0.749)  -0.56
O (2.262, -0.015, 1.833)  -0.48
Br (-2.960, -1.821, -0.407)  0.02
Br (2.683, -1.231, -0.744)  -0.13
H (-0.298, -0.869, -1.557)  0.22
H (-0.641, -3.114, 0.843)  0.22
H (-1.467, -0.163, 0.986)  0.26
H (-0.472, 3.983, -1.273)  0.49

2S+1: 1
Energy (eV): -154450.595
SMILES: O=C(Br)/N=C\[C@H](Br)C=C=[N+]([O-])O
Max |F| (eV/Å): 4.5

---

Density functional theory data (wB97M-V/def2-TZVPD) for a structure of composition C5H4CaN2O4S at a distorted geometry.

Each line ends with the natural charge from an NBO analysis.
Positions of all 17 atoms, in Å:
Ca (0.122, 1.123, -1.210)  1.67
O (1.991, -4.603, 0.103)  -0.44
C (1.794, -3.568, -0.332)  0.45
C (-1.134, 0.273, -3.159)  0.37
O (-1.729, -0.036, -4.101)  -0.30
C (2.473, 1.901, -1.210)  0.37
O (3.542, 2.331, -1.218)  -0.31
C (1.566, -0.341, -2.568)  0.37
O (2.241, -0.913, -3.303)  -0.32
N (-1.507, 1.541, 1.602)  -0.79
C (-1.047, 0.267, 1.823)  0.34
N (-1.719, -0.392, 2.776)  -0.72
S (0.239, -0.491, 0.953)  -0.38
H (-2.072, 1.950, 2.340)  0.43
H (-0.917, 2.214, 1.115)  0.38
H (-1.486, -1.358, 2.991)  0.45
H (-2.357, 0.105, 3.397)  0.43

2S+1: 1
Energy (eV): -45678.276
Max |F| (eV/Å): 6.3
Charge: +2

---

Density functional theory data (wB97M-V/def2-TZVPD) for a structure of composition C5H4Cl3NS2 at a distorted geometry.

Each line ends with the natural charge from an NBO analysis.
Positions of all 15 atoms, in Å:
C (-1.055, 0.539, 0.473)  0.41
C (-2.904, 0.467, -0.297)  -0.43
C (-1.853, 2.745, -0.128)  -0.22
C (-0.084, -0.492, 0.581)  -0.73
C (-3.596, -0.717, -0.025)  -0.14
N (-0.827, 1.825, 0.189)  -0.56
S (-1.426, 4.318, -0.323)  -0.14
S (-3.369, 2.023, -0.437)  0.62
Cl (-3.720, -1.246, 1.769)  -0.08
Cl (-5.276, -0.487, -0.466)  0.03
Cl (-3.099, -2.194, -0.856)  0.02
H (-0.507, -1.406, 0.662)  0.26
H (0.518, -0.219, 1.397)  0.25
H (0.495, -0.661, -0.365)  0.26
H (0.021, 2.360, 0.403)  0.44

2S+1: 1
Energy (eV): -65973.227
Max |F| (eV/Å): 7.8

---

Density functional theory data (wB97M-V/def2-TZVPD) for the ion C5H4Cl3O2 with charge -1 at a distorted geometry.

Each line ends with the natural charge from an NBO analysis.
Positions of all 14 atoms, in Å:
C (-1.637, 0.559, 2.336)  -0.43
C (-0.918, 0.282, 1.283)  -0.07
C (-0.085, -1.065, 1.137)  0.76
C (0.950, 1.970, 1.012)  -0.43
C (-0.394, 1.543, 0.352)  -0.13
O (1.105, -0.872, 0.840)  -0.77
O (-0.724, -2.037, 1.449)  -0.72
Cl (1.409, 3.605, 0.360)  -0.11
Cl (0.086, 1.100, -1.315)  -0.04
Cl (-1.585, 2.719, 0.216)  0.02
H (-1.997, 1.523, 2.521)  0.18
H (-1.751, -0.100, 3.109)  0.21
H (0.771, 2.051, 2.132)  0.22
H (1.668, 1.084, 0.805)  0.32

2S+1: 1
Energy (eV): -46913.002
SMILES: C=C(C(=O)[O-])C(Cl)(Cl)CCl
Max |F| (eV/Å): 3.9
Charge: -1

---

Density functional theory data (wB97M-V/def2-TZVPD) for a cluster of 3 separate species, C5H4ClN6 in total at a distorted geometry.

Each line ends with the natural charge from an NBO analysis.
Positions of all 16 atoms, in Å:
C (3.755, 0.028, 0.033)  0.64
C (-0.626, -0.541, 0.678)  0.00
C (0.685, -0.212, 0.986)  -0.04
C (-0.799, 0.842, -1.028)  0.06
C (0.537, 1.227, -0.741)  0.09
N (4.322, -0.674, 1.021)  -0.36
N (4.204, -0.083, -1.192)  -0.37
N (5.255, -1.254, 0.335)  -0.09
N (5.224, -0.883, -0.984)  -0.10
N (-1.311, -0.124, -0.387)  -0.40
N (1.271, 0.706, 0.234)  -0.36
Cl (-0.839, 2.949, 1.014)  -0.90
H (-1.105, -1.397, 1.225)  0.19
H (0.917, -0.473, 2.052)  0.23
H (-1.402, 1.040, -1.872)  0.21
H (1.221, 1.768, -1.467)  0.22

2S+1: 1
Energy (eV): -26707.934
Max |F| (eV/Å): 3.4
Charge: -1

---

Density functional theory data (wB97M-V/def2-TZVPD) for a structure of composition C5H4F14MgN2O9S4 at a distorted geometry.

Each line ends with the natural charge from an NBO analysis.
Positions of all 39 atoms, in Å:
Mg (-7.809, 3.320, -9.963)  1.81
C (-9.814, 5.077, -6.872)  0.76
F (-8.961, 4.253, -7.387)  -0.30
F (-9.735, 5.097, -5.518)  -0.34
F (-9.461, 6.289, -7.262)  -0.31
S (-11.605, 4.673, -7.463)  2.07
O (-11.606, 3.302, -7.886)  -0.91
O (-12.421, 4.980, -6.314)  -0.92
N (-11.735, 5.593, -9.027)  -0.99
S (-12.341, 6.951, -8.336)  2.10
O (-13.689, 6.750, -7.877)  -0.97
O (-11.482, 7.745, -7.447)  -0.95
C (-12.557, 8.145, -9.930)  0.75
F (-12.976, 7.441, -11.025)  -0.34
F (-13.371, 9.183, -9.659)  -0.32
F (-11.277, 8.427, -10.263)  -0.33
C (-5.590, 4.828, -6.912)  0.79
F (-6.216, 3.786, -6.239)  -0.30
F (-6.432, 5.901, -6.933)  -0.30
F (-4.431, 5.241, -6.320)  -0.31
S (-5.228, 4.281, -8.752)  2.05
O (-3.877, 4.824, -9.139)  -0.88
O (-5.136, 2.860, -8.677)  -0.90
N (-6.688, 4.801, -9.691)  -1.27
S (-6.160, 6.108, -10.352)  2.16
O (-5.786, 7.079, -9.348)  -0.93
O (-5.295, 5.784, -11.543)  -0.92
C (-7.819, 6.853, -10.954)  0.77
F (-8.409, 6.103, -11.840)  -0.31
F (-8.674, 7.078, -10.047)  -0.27
F (-7.596, 8.019, -11.565)  -0.34
F (-7.861, 1.849, -8.760)  -0.94
F (-9.589, 3.843, -10.314)  -0.93
C (-7.403, 2.304, -12.792)  -0.25
O (-6.875, 2.767, -11.585)  -0.78
H (-8.263, 1.642, -12.694)  0.20
H (-7.618, 3.051, -13.557)  0.18
H (-6.725, 1.619, -13.302)  0.16
H (-5.923, 2.682, -11.680)  0.51

2S+1: 1
Energy (eV): -113488.955
Max |F| (eV/Å): 5.4
Charge: -2

---

Density functional theory data (wB97M-V/def2-TZVPD) for an isolated molecule of C5H4F2O at a distorted geometry.

Each line ends with the natural charge from an NBO analysis.
Positions of all 12 atoms, in Å:
C (-1.655, -0.838, 0.026)  -0.63
C (-0.344, 0.007, -0.162)  -0.15
C (0.989, -0.623, 0.010)  -0.41
C (1.875, 0.400, 0.035)  0.66
C (-0.069, 1.308, -0.142)  0.60
H (-1.335, -1.862, 0.357)  0.23
H (-2.313, -0.781, -0.874)  0.24
H (-2.021, -0.173, 0.855)  0.24
H (1.256, -1.729, -0.152)  0.24
O (1.347, 1.706, -0.169)  -0.45
F (3.107, 0.222, 0.082)  -0.27
F (-0.837, 2.364, 0.135)  -0.30

2S+1: 1
Energy (eV): -12729.770
SMILES: Cc1cc(F)oc1F
Max |F| (eV/Å): 4.7

---

Density functional theory data (wB97M-V/def2-TZVPD) for an isolated molecule of C5H4F3N3O2 at a distorted geometry.

Each line ends with the natural charge from an NBO analysis.
Positions of all 17 atoms, in Å:
C (-1.147, -1.077, 0.126)  0.02
C (0.036, -0.439, 0.289)  0.21
C (1.428, 1.236, 0.160)  -0.11
C (2.139, 0.103, 0.027)  0.05
C (3.654, 0.101, -0.070)  0.97
N (-2.120, 1.013, 0.234)  -0.03
N (0.196, 0.917, 0.551)  -0.20
N (1.330, -0.979, 0.124)  -0.57
O (-2.340, -0.361, 0.114)  -0.34
O (-1.109, 1.481, -0.380)  -0.26
F (4.195, -0.140, 1.186)  -0.35
F (4.092, -0.857, -0.883)  -0.31
F (4.233, 1.229, -0.388)  -0.30
H (-1.187, -2.035, -0.159)  0.20
H (1.700, 2.224, 0.047)  0.23
H (-3.004, 1.509, 0.160)  0.38
H (1.730, -1.878, 0.302)  0.43

2S+1: 1
Energy (eV): -21960.642
SMILES: FC(F)(F)c1cn2o[nH]occ2[nH]1
Max |F| (eV/Å): 4.6

---

- What is the formula in the fifth record?
  C5H4ClN6

---

- The highest max |F| belongs to which entry?
  C5H4Cl3NS2